[1]
H3ISi | the ωB97M-V functional and the def2-TZVPD basis

Energy above the lowest of the compared OMol25 structures with the same formula, charge and spin (eV): 4.197
Spin multiplicity: 1
Energy (eV): -16023.0351

Bonds (Å) are listed after each position.
CARTESIAN COORDINATES (ANGSTROEM)
1 Si 0.25586 0.15947 0.60909  I2 2.526, H3 1.502, H4 1.443
2 I 2.23430 1.63881 1.13414  Si1 2.526
3 H 0.71080 -1.13364 -0.00487  Si1 1.502
4 H -0.80796 0.07338 1.57960  Si1 1.443
5 H 0.65651 -0.01116 -2.41698  no bonds



[2]
H3N2O | the ωB97M-V functional and the def2-TZVPD basis

Total charge: -1
Energy above the lowest of the compared OMol25 structures with the same formula, charge and spin (eV): 0.000
Spin multiplicity: 1
Energy (eV): -5075.2956

Bonds (Å) are listed after each position.
CARTESIAN COORDINATES (ANGSTROEM)
1 N 2.63344 -0.17211 -0.07166  N2 1.124
2 N 1.58041 0.16697 -0.27009  N1 1.124
3 O -1.67579 0.65343 -0.13897  H4 0.960, H6 0.987
4 H -1.85777 0.56756 0.79967  O3 0.960
5 H 0.25224 -1.23321 -0.04764  no bonds
6 H -0.93253 0.01736 -0.27133  O3 0.987



[3]
H3N2O4P | the ωB97M-V functional and the def2-TZVPD basis

Total charge: -2
Energy above the lowest of the compared OMol25 structures with the same formula, charge and spin (eV): 0.000
SMILES: NONP(=O)([O-])[O-]
Spin multiplicity: 1
Energy (eV): -20506.0718

Bonds (Å) are listed after each position.
CARTESIAN COORDINATES (ANGSTROEM)
1 N 0.48958 0.78387 0.81595  O2 1.510, H8 1.023, H9 1.006
2 O 1.32423 -0.33494 0.23982  N1 1.510, N3 1.410
3 N 0.54685 -1.12304 -0.63349  O2 1.410, P4 1.797, H10 0.985
4 P -1.15512 -1.41213 -0.13431  N3 1.797, O5 1.498, O6 1.511, O7 1.574
5 O -1.52260 -2.72014 -0.76478  P4 1.498
6 O -1.06423 -1.45528 1.37369  P4 1.511
7 O -2.02469 -0.22810 -0.70005  P4 1.574
8 H 0.17051 0.26228 1.63582  N1 1.023
9 H -0.24837 0.99741 0.16588  N1 1.006
10 H 0.41224 -0.57743 -1.44300  N3 0.985



[4]
H3N2P | the ωB97M-V functional and the def2-TZVPD basis

Energy above the lowest of the compared OMol25 structures with the same formula, charge and spin (eV): 4.761
Spin multiplicity: 1
Energy (eV): -12312.6990

Bonds (Å) are listed after each position.
CARTESIAN COORDINATES (ANGSTROEM)
1 N 1.57267 0.44959 -0.15051  N2 1.205, H4 0.965
2 N 0.95955 -0.48299 0.30269  N1 1.205, H5 1.095
3 P -2.88028 0.48534 0.23294  H6 1.504
4 H 2.20566 0.10594 -0.79304  N1 0.965
5 H 0.26450 -0.07901 1.04594  N2 1.095
6 H -2.12210 -0.47887 -0.63802  P3 1.504



[5]
H3N3O | the ωB97M-V functional and the def2-TZVPD basis

Energy above the lowest of the compared OMol25 structures with the same formula, charge and spin (eV): 3.748
SMILES: [H]/N=N\[H].N=O
Spin multiplicity: 1
Energy (eV): -6561.6420

Bonds (Å) are listed after each position.
CARTESIAN COORDINATES (ANGSTROEM)
1 H -2.04168 -0.78867 0.94803  N2 1.039
2 N -2.60637 -0.31678 0.21458  H1 1.039, N3 1.202
3 N -1.94708 0.20707 -0.64379  N2 1.202, H4 1.074
4 H -0.88151 0.11536 -0.54526  N3 1.074
5 N 2.10538 0.32590 0.22767  O6 1.203, H7 1.056
6 O 2.53005 -0.62402 -0.37653  N5 1.203
7 H 2.84121 1.08113 0.17529  N5 1.056



[6]
H3N3O | the ωB97M-V functional and the def2-TZVPD basis

Energy above the lowest of the compared OMol25 structures with the same formula, charge and spin (eV): 5.341
Spin multiplicity: 1
Energy (eV): -6560.0490

Bonds (Å) are listed after each position.
CARTESIAN COORDINATES (ANGSTROEM)
1 N -0.24272 1.38840 -0.02657  N3 1.213, H5 1.018
2 N -0.62088 -0.82342 0.05760  N3 1.277, H6 1.018, H7 1.012
3 N 0.10363 0.22636 -0.00145  N1 1.213, N2 1.277
4 O 1.96725 -0.37100 -0.05006  no bonds
5 H 0.53739 2.04178 -0.06268  N1 1.018
6 H -1.63750 -0.76732 0.05868  N2 1.018
7 H -0.10717 -1.69480 0.02448  N2 1.012



[7]
H3N3O | the ωB97M-V functional and the def2-TZVPD basis

Energy above the lowest of the compared OMol25 structures with the same formula, charge and spin (eV): 2.856
SMILES: [H]/N=[N+](/N)[O-]
Spin multiplicity: 1
Energy (eV): -6562.5335

Bonds (Å) are listed after each position.
CARTESIAN COORDINATES (ANGSTROEM)
1 H 0.27710 1.48030 -1.43883  N2 1.015
2 N -0.22739 1.15508 -0.61973  H1 1.015, N3 1.230
3 N 0.18545 0.06786 -0.22019  N2 1.230, N4 1.319, O5 1.468
4 N -0.28859 -0.48832 0.87756  N3 1.319, H6 1.012, H7 1.008
5 O 1.28295 -0.67671 -0.85010  N3 1.468
6 H -1.12805 -0.06622 1.25377  N4 1.012
7 H -0.10147 -1.47198 0.99752  N4 1.008



[8]
H3N3O2 | the ωB97M-V functional and the def2-TZVPD basis

Energy above the lowest of the compared OMol25 structures with the same formula, charge and spin (eV): 1.623
SMILES: [H]/N=N/N=O.O
Spin multiplicity: 1
Energy (eV): -8608.2450

Bonds (Å) are listed after each position.
CARTESIAN COORDINATES (ANGSTROEM)
1 H -0.38245 1.52846 -1.32025  N2 1.062
2 N -0.77581 0.57951 -1.58957  H1 1.062, N3 1.249
3 N -0.23193 -0.46552 -1.17407  N2 1.249, N4 1.137
4 N -0.38801 -1.41525 -0.56913  N3 1.137, O5 1.203
5 O -0.07620 -2.54046 -0.28059  N4 1.203
6 O 0.74106 0.67981 1.31112  H7 0.958, H8 1.014
7 H 1.06159 0.24013 2.09974  O6 0.958
8 H 0.05175 1.39331 1.52274  O6 1.014



[9]
H3N3O3 | the ωB97M-V functional and the def2-TZVPD basis

Energy above the lowest of the compared OMol25 structures with the same formula, charge and spin (eV): 6.526
Spin multiplicity: 1
Energy (eV): -10653.2686

Bonds (Å) are listed after each position.
CARTESIAN COORDINATES (ANGSTROEM)
1 N 0.13628 0.82551 0.50410  H7 1.005, H8 1.039
2 N -0.47700 -1.54439 0.05161  N3 1.396, O6 1.278
3 N -1.74914 -0.96983 0.03736  N2 1.396, O4 1.184, O5 1.181
4 O -2.19828 -0.69056 1.09664  N3 1.184
5 O -2.22009 -0.74680 -1.02198  N3 1.181
6 O -0.03536 -1.60140 -1.14667  N2 1.278, H9 1.063
7 H -0.01775 0.86444 1.49639  N1 1.005
8 H 1.09054 0.41497 0.47665  N1 1.039
9 H -0.67905 -1.19868 -1.89131  O6 1.063



[10]
H3N3O4 | the ωB97M-V functional and the def2-TZVPD basis

Energy above the lowest of the compared OMol25 structures with the same formula, charge and spin (eV): 0.472
SMILES: NN(OO)[N+](=O)[O-]
Spin multiplicity: 1
Energy (eV): -12699.7927

Bonds (Å) are listed after each position.
CARTESIAN COORDINATES (ANGSTROEM)
1 N -0.34446 -1.07278 0.86378  N2 1.376, H8 1.018, H9 0.983
2 N -0.69822 -0.15636 -0.09920  N1 1.376, O3 1.587, N5 1.445
3 O -0.45179 1.36861 0.26611  N2 1.587, O4 1.357
4 O 0.62613 1.69272 1.02376  O3 1.357, H10 0.975
5 N -0.10587 -0.48214 -1.37652  N2 1.445, O6 1.205, O7 1.184
6 O -0.19283 -1.66167 -1.60578  N5 1.205
7 O 0.32832 0.38232 -2.05847  N5 1.184
8 H -1.15702 -0.91936 1.45710  N1 1.018
9 H 0.60887 -1.00716 1.09372  N1 0.983
10 H 1.38688 1.85582 0.43551  O4 0.975